{
  "formula": "C4H14O4",
  "method": "ωB97M-V with the def2-TZVPD basis set",
  "symbols": ["C", "C", "C", "C", "O", "H", "H", "H", "H", "H", "H", "H", "H", "O", "H", "H", "O", "H", "H", "O", "H", "H"],
  "coordinates": [[1.458527, 0.253784, -2.161402], [0.955997, 1.527183, -1.453293], [-0.276472, 1.599967, -0.964282], [-0.761882, 2.686337, -0.052192], [-1.179366, 0.576374, -1.118882], [1.407296, -0.573742, -1.450274], [2.491326, 0.421772, -2.446286], [0.905617, 0.064950, -3.082452], [1.797428, 2.100663, -1.087362], [-1.690877, 2.492172, 0.464692], [-0.947060, 3.571913, -0.669398], [0.080939, 2.976904, 0.572285], [-0.897176, -0.012151, -1.816198], [1.377665, -0.536866, 2.374831], [1.272186, -1.493091, 2.440634], [1.608896, -0.378198, 1.453215], [-1.307610, -0.952013, 1.442986], [-0.531725, -0.524017, 1.848343], [-1.243707, -0.535539, 0.567674], [-0.238620, -3.749238, 0.970151], [-0.957282, -4.372107, 0.821866], [-0.640625, -2.907567, 0.728560]],
  "atomic_forces_ev_per_a": [[-0.40, 1.21, 0.30], [0.87, -1.64, -0.09], [0.26, -0.06, 0.85], [0.48, 0.78, -1.06], [-0.53, 0.48, -0.04], [-0.01, -0.31, -0.34], [0.13, -0.21, -0.05], [-0.05, -0.35, 0.05], [-0.58, 0.84, -0.08], [0.11, -0.41, 0.33], [-0.14, -0.01, 0.02], [-0.32, -0.08, 0.47], [0.24, -0.30, -0.36], [-0.08, 0.09, -0.07], [0.05, -0.10, 0.00], [0.15, -0.02, 0.02], [0.61, 0.45, -0.57], [-0.19, -0.37, 0.52], [-0.61, -0.07, -0.07], [-0.06, -0.15, -0.25], [0.13, -0.15, 0.10], [-0.05, 0.39, 0.34]],
  "mulliken_charge": [-1.273, -0.235, 0.725, -1.250, -0.564, 0.269, 0.344, 0.378, 0.300, 0.338, 0.336, 0.318, 0.281, -0.725, 0.358, 0.341, -0.697, 0.362, 0.386, -0.628, 0.298, 0.338],
  "smiles": "C/C=C(/C)O.O.O.O",
  "e_homo_ev": -9.06,
  "max_force_ev_per_a": 1.86,
  "lumo_ev": 0.426
}